A molecular structure, C17H23N6O6PSTa, computed with wB97M-V/def2-TZVPD.

```
55
Properties=species:S:1:pos:R:3:forces:R:3
N 0.77416 6.52920 -2.47977 -0.1 0.0 0.0
H -1.56466 -0.90374 5.17583 0.0 0.0 0.0
C -0.14530 2.48792 -1.03373 -0.1 0.0 0.0
H 1.97001 3.29007 -4.10138 0.0 0.0 0.0
C -0.72166 -3.91868 -1.86725 0.1 0.0 0.0
Ta 0.81139 -0.59611 -0.96803 0.4 0.0 0.7
C -1.28014 -5.07464 -2.35943 0.0 0.0 0.0
C -1.34791 -1.08631 4.12360 -0.1 0.1 0.0
H 1.48268 -2.20657 2.64512 0.0 0.0 0.0
H 1.94153 -0.56711 4.33244 0.0 0.0 0.0
H 0.67480 -0.13314 5.49372 0.0 0.0 0.0
H -1.04825 1.43102 4.85007 0.0 0.0 0.0
C -0.82778 1.22122 3.80376 0.0 0.1 0.0
O 2.65494 -0.12584 -0.48887 -0.7 0.0 -0.3
H -1.94999 0.78353 1.38960 0.0 0.0 0.1
C 1.03156 0.79446 2.31764 0.2 0.0 -0.1
H 0.09719 -3.87641 -1.16060 0.0 0.0 0.0
N 0.59417 0.91210 3.68848 0.1 -0.1 0.1
O 1.89374 -2.29559 -0.52038 -0.1 -0.3 -0.1
N -1.69571 0.12722 3.36937 0.0 -0.1 0.1
C 0.42384 -1.94864 2.69513 -0.1 0.0 -0.1
H -3.52991 -3.64999 -4.46443 0.0 0.0 0.0
H -2.43457 -1.60153 -3.48968 0.0 0.0 0.0
C -0.12180 3.78719 -1.49013 0.0 0.0 0.0
H -0.17467 -2.82654 2.44619 0.0 0.0 0.0
H 1.06639 6.45304 -1.52131 0.0 0.0 0.0
H -2.32808 -0.91143 1.67966 0.0 0.0 0.0
H -2.74493 -5.89567 -3.69816 0.0 0.0 0.0
C -2.16323 -2.61118 -3.21970 0.0 0.1 0.1
H 0.77524 7.44201 -2.90922 0.0 0.0 0.0
H 1.90809 1.01802 -3.13631 0.0 0.0 0.0
O 3.37339 -1.62957 1.30691 0.0 0.0 -0.1
H -0.90588 -6.02635 -2.01075 0.0 0.0 0.0
N 0.05863 -1.43874 3.99915 0.2 -0.1 0.1
C 0.64982 4.09788 -2.60547 0.0 0.0 0.0
O -0.62762 -1.60849 -1.82044 0.0 0.1 0.0
P 0.10236 -0.58580 1.47005 -0.2 0.6 -0.2
H 0.89241 1.73480 1.77725 -0.1 0.0 0.0
C 1.32492 1.81849 -2.69133 0.0 0.1 0.0
C -2.74214 -3.74853 -3.73168 0.0 0.0 0.0
N 0.56237 1.50417 -1.61843 0.2 -0.1 -0.1
H 2.09063 0.53025 2.27102 0.0 0.1 0.0
N -1.18551 -2.73473 -2.30690 0.2 -0.2 -0.1
H -1.97172 -1.91445 3.78425 0.0 0.0 0.0
H -0.72250 4.53875 -0.99613 0.0 0.0 0.0
C 0.61922 5.45588 -3.27741 0.0 0.0 0.0
C -1.64141 -0.10482 1.94519 0.0 -0.2 -0.2
S 3.22808 -1.59652 -0.10845 0.0 0.0 0.1
O 4.28637 -1.92120 -0.98091 0.0 0.0 0.0
C -2.30045 -4.99357 -3.30008 0.0 0.0 0.0
H -1.05392 2.11902 3.22489 0.0 0.0 0.0
C 0.88755 -0.31431 4.44082 -0.1 0.0 -0.1
O 0.42794 5.47912 -4.46983 0.0 0.0 0.0
C 1.38258 3.08564 -3.21739 0.0 0.0 0.0
H -0.75627 2.20522 -0.18655 0.0 0.0 0.0
```
Forces are in eV/Å.

The highest occupied orbital energy (spin up / spin down) comes out at -0.5061 / -0.5134 Ha. Its spin multiplicity is 2. Its total energy is -2237.634204 Ha. The energy relative to the best compared isomer or geometry (same formula, charge and spin) comes out at 0.00 kcal per mole. The charge is +2.